Entry from the OMol25 dataset: C36H96As5F30N6O6 as an isolated structure in a non-equilibrium geometry (ωB97M-V/def2-TZVPD).

The geometry in XYZ format:
```
179
Properties=species:S:1:pos:R:3:forces:R:3
C -9.8184 11.1353 16.0895 -1.1012 0.2155 -0.1880
C -10.0319 10.0038 17.0759 0.8983 -0.5356 -0.6132
N -10.8367 8.8238 16.5146 -0.0970 0.1185 0.4974
C -9.8853 7.9986 15.7053 -0.1766 -0.0828 -0.1927
C -11.2789 7.9835 17.7143 0.6130 0.1057 -0.5012
C -11.9060 6.6542 17.3472 -1.2047 0.5955 0.6675
C -12.0406 9.2434 15.7097 -0.5458 -0.7801 -0.1213
C -13.2313 9.7381 16.5145 -0.0984 1.3018 -1.1975
O -12.7406 10.7301 17.3914 -0.3855 -0.7437 0.8234
C -13.7769 11.3672 18.1519 0.3102 0.0240 0.1695
H -10.7920 11.6029 15.9250 0.1999 0.3685 0.1627
H -9.4759 10.8689 15.0887 0.3175 -0.3532 0.2071
H -9.1367 11.8716 16.5068 0.0180 -0.0356 0.0734
H -10.4907 10.3459 17.9940 -0.1618 -0.0067 -0.0585
H -9.0701 9.5308 17.2829 -0.0084 0.1297 0.3746
H -9.2433 8.6481 15.1187 -0.1452 -0.0110 -0.1643
H -10.4387 7.3048 15.0788 -0.0078 0.1593 -0.1407
H -9.2662 7.4034 16.3733 0.0246 0.1742 0.1360
H -11.9852 8.6270 18.2294 0.1734 -0.1169 0.3804
H -10.3362 7.8683 18.2497 -0.2795 -0.0492 0.4183
H -12.2740 6.1755 18.2587 0.6030 -0.0631 0.1965
H -11.2846 5.9534 16.8039 -0.0696 0.0426 -0.1848
H -12.8795 6.8806 16.9003 0.3208 -0.3538 -0.7470
H -12.3645 8.3312 15.2069 0.0679 0.1832 -0.3052
H -11.7528 9.9916 14.9798 0.2436 -0.1136 -0.0272
H -13.9019 8.9404 16.8613 0.5465 -0.0179 1.0171
H -13.9154 10.2379 15.8184 0.1515 -0.0955 -0.3785
H -14.4934 10.6260 18.5125 -0.1503 0.0216 -0.2337
H -14.2534 12.1466 17.5598 -0.2285 -0.0893 0.0512
H -13.3209 11.7936 19.0441 0.0930 0.1836 -0.1674
C -15.9050 14.7871 13.1550 0.1999 0.2606 0.7264
C -14.9359 15.3314 14.2117 -0.9137 -1.2744 0.1972
N -15.2941 16.7246 14.6924 0.6279 0.0051 -0.0833
C -14.3364 17.0109 15.8059 0.4376 0.4216 -0.2299
C -15.1869 17.7329 13.5771 1.0448 -0.4801 -0.4052
C -13.8100 17.7362 12.8867 0.0648 -0.1652 1.1811
C -16.7203 16.6599 15.2280 0.5103 -0.6287 0.5581
C -17.1031 17.7756 16.1681 -0.6120 0.4438 -0.4546
O -17.0340 19.0384 15.5229 1.1551 -0.1683 0.3021
C -16.9677 20.1132 16.4450 -0.8845 0.6047 -0.2027
H -15.8161 15.4205 12.2751 -0.1710 -0.4384 -0.3767
H -16.9362 14.7743 13.4960 -0.0368 0.1314 -0.0649
H -15.6830 13.7327 12.9903 0.3334 0.1422 -0.3257
H -13.9133 15.1908 13.8622 0.1044 1.0008 -0.1059
H -14.9535 14.7176 15.1169 -0.3290 0.0044 -0.0037
H -13.3699 16.6082 15.5125 -0.0784 -0.3274 0.2589
H -14.7231 16.5745 16.7220 0.2278 -0.1612 -0.0092
H -14.1396 18.0756 15.9318 -0.5934 0.0919 -0.0175
H -15.3470 18.7159 14.0024 -0.5759 -0.1320 0.0396
H -15.9370 17.4222 12.8567 -0.3475 0.5274 0.0644
H -12.9982 17.5980 13.6085 -0.1206 0.0767 0.1147
H -13.6518 18.7461 12.5178 -0.0011 -0.2405 -0.6807
H -13.6758 16.9236 12.1777 -0.1683 0.3443 -0.4487
H -16.6866 15.7552 15.8365 -0.3504 -0.0936 0.0749
H -17.3765 16.4556 14.3916 -0.2142 0.5830 -0.0325
H -16.5018 17.7304 17.0781 0.1256 0.1873 -0.0572
H -18.1368 17.6184 16.4894 0.0139 -0.3704 -0.0015
H -16.4406 20.9630 16.0093 0.0865 -0.2003 -0.2505
H -16.4878 19.8837 17.3985 0.0039 -0.3443 -0.0647
H -17.9966 20.4476 16.6188 0.1242 0.0578 0.3658
C -17.4865 13.8232 8.0244 0.0598 -1.0741 0.2131
C -18.2355 13.4757 9.3135 0.4763 0.7914 -0.3730
N -18.6585 12.0410 9.4916 -0.3973 -0.3480 0.7310
C -19.0396 11.8677 10.9306 -0.5730 -0.0806 0.3215
C -19.9420 11.8777 8.6987 -0.3414 -1.1735 -0.6031
C -20.3990 10.4323 8.4546 -0.0559 0.3350 0.5943
C -17.6445 11.0120 9.1123 0.6509 0.7078 -0.0528
C -16.4377 11.0131 10.0432 -0.0167 0.3013 0.3987
O -15.5399 10.0858 9.4945 -0.0226 0.2157 -0.3309
C -14.5777 9.5550 10.3647 0.8432 -0.7248 0.1123
H -17.0671 14.8224 8.0933 -0.2755 0.1444 0.0157
H -18.1061 13.7171 7.1354 -0.0174 0.2323 -0.0331
H -16.6388 13.1439 7.8999 0.0958 0.1921 -0.0725
H -19.1618 14.0397 9.3828 0.1389 0.0263 0.1073
H -17.6169 13.7756 10.1579 -0.1156 -0.2371 0.1769
H -18.2546 12.0486 11.6583 0.3112 0.1541 -0.4139
H -19.3950 10.8472 11.0551 -0.0808 0.0519 0.0543
H -19.8440 12.5745 11.1072 0.0224 -0.1369 0.2269
H -19.7706 12.4217 7.7745 -0.2996 0.0246 -0.0628
H -20.7850 12.2522 9.2756 0.4674 0.8874 0.0855
H -21.4356 10.4731 8.1195 0.1181 0.0978 -0.3664
H -20.5055 9.9532 9.4329 0.2805 -0.2717 -0.1384
H -19.7968 9.8501 7.7624 -0.0216 -0.0170 -0.0019
H -17.2789 11.3102 8.1311 -0.1223 -0.4474 -0.1668
H -18.0834 10.0211 9.0715 -0.1869 0.1087 0.1032
H -16.6634 10.7555 11.0798 -0.2940 -0.1748 -0.1439
H -16.0182 12.0298 10.0873 0.1908 -0.0543 -0.1343
H -13.5705 9.6541 9.9486 -0.1227 0.2614 -0.2223
H -14.7315 8.4746 10.4483 -0.1733 0.0305 0.1967
H -14.5276 9.9854 11.3677 -0.4743 0.1981 -0.0514
C -16.6171 8.2954 18.8484 0.2216 0.2600 0.1266
C -17.1435 9.1840 19.9560 1.1584 0.4358 0.3936
C -16.1178 9.3580 21.0586 1.1403 -0.9512 0.5034
O -16.5323 10.3586 21.9313 -0.2506 0.0474 -0.2828
C -15.9656 10.3221 23.2286 -0.6688 0.6671 0.2564
N -17.4739 10.5344 19.3837 -1.1834 0.1040 0.9751
H -16.7596 11.1402 18.9618 0.2345 -0.3920 -0.1076
H -18.2624 10.4305 18.7390 -0.0721 0.2460 -0.2551
H -17.8128 11.0695 20.1930 -0.1011 0.2753 -0.2390
H -17.4003 7.9859 18.1615 0.0590 0.0209 -0.0940
H -16.0613 7.4314 19.2129 -0.3674 -0.1385 0.2548
H -15.8600 8.9057 18.3480 -0.2088 -0.1234 -0.4552
H -18.0205 8.8807 20.5252 -0.4014 -0.2594 -0.7485
H -15.0623 9.4915 20.7552 -0.2473 0.6102 -0.5667
H -16.0118 8.3690 21.5380 -0.5684 0.0880 0.2543
H -16.4732 9.5841 23.8552 0.3824 -0.4092 -0.1759
H -16.2313 11.2783 23.6807 0.2643 0.0592 -0.0820
H -14.8803 10.2249 23.1985 0.0131 -0.2094 0.0550
C -17.8652 6.7908 14.6426 -0.5995 -0.0180 -0.5854
C -18.5969 7.4896 13.5062 0.5273 1.5121 0.5519
C -18.4415 6.8120 12.1640 -0.8100 -1.0171 0.1687
O -19.1633 7.5462 11.2156 0.2155 0.2680 0.1442
C -19.0658 7.0446 9.9041 -0.6284 1.1434 -0.8294
N -20.0096 7.7911 13.9249 -1.2118 -1.7308 -1.2561
H -20.5406 6.9486 14.1759 0.4025 0.0131 0.6823
H -20.1082 8.4838 14.6757 0.1192 0.1082 -0.0912
H -20.5891 8.0520 13.1003 0.3342 0.9600 0.0741
H -18.3781 5.8465 14.8443 0.2341 -0.1357 0.0374
H -17.8967 7.3942 15.5452 0.2354 0.0849 -0.0282
H -16.8490 6.6068 14.3019 0.1125 -0.0526 0.3438
H -18.2538 8.5124 13.3584 0.5721 -0.0672 0.1163
H -18.7949 5.7679 12.2357 -0.2831 0.0498 -0.1524
H -17.3894 6.6909 11.8828 0.1609 0.4763 0.2419
H -19.5722 7.7618 9.2456 -0.3718 -0.0997 0.3744
H -19.6172 6.1096 9.8104 0.5648 -0.3520 -0.1321
H -18.0555 7.1142 9.4833 0.2342 -0.8677 0.4924
C -20.6802 14.9577 17.2064 0.4343 -0.2189 0.7787
C -21.4398 13.7500 16.6798 0.8302 0.5669 0.7007
C -22.9201 14.0632 16.4936 0.8524 0.2801 -0.8114
O -23.0535 15.0364 15.4769 0.0648 -0.2326 -0.5087
C -24.1269 14.8113 14.5613 -0.1853 -0.8625 1.0443
N -20.7470 13.2244 15.4515 -2.6200 -0.1778 -0.5220
H -19.8015 12.8934 15.6229 0.0874 0.0827 -0.2212
H -21.3850 12.4737 15.1598 0.6813 -0.6399 -0.0945
H -20.8676 13.8415 14.6390 0.7056 0.5524 0.1292
H -19.5952 14.8355 17.2446 -0.0291 -0.3068 -0.3149
H -20.9301 15.0471 18.2664 -0.2225 0.3523 -0.1133
H -20.8806 15.8838 16.6714 -0.3014 -0.0918 -0.0812
H -21.4089 12.8940 17.3518 0.2207 0.2258 0.3246
H -23.2365 14.5499 17.4189 -0.2691 -0.6017 0.2430
H -23.4255 13.1182 16.2744 -0.4127 0.2171 0.0633
H -24.3242 15.7617 14.0830 -0.1114 -0.1079 -0.2533
H -24.9856 14.4337 15.1348 -0.2402 0.5886 -0.0804
H -23.9331 13.9766 13.8831 0.4146 0.4178 -0.3682
As -19.9876 15.6946 12.2890 -0.4337 0.5935 0.7688
F -20.7431 17.1182 11.6544 0.0635 -0.5605 0.2100
F -21.4510 15.0528 12.9898 0.0977 0.3626 -0.1223
F -19.2040 14.2754 13.0047 0.2328 0.1381 -0.4656
F -18.4593 16.2036 11.6051 0.0149 -0.2926 0.1296
F -19.6295 16.5448 13.7726 0.0833 -0.1324 -0.1967
F -20.3546 14.8271 10.8357 0.0454 -0.1715 -0.1473
As -21.2998 9.7747 18.1828 -3.0112 -0.1936 0.5064
F -21.3197 10.7801 19.6095 0.4698 0.1788 -0.5511
F -20.1490 8.7664 19.0675 0.2379 0.3051 -0.8873
F -21.3949 8.6372 16.8441 1.1393 0.4576 0.0308
F -22.4834 10.8255 17.4072 0.6919 0.0081 -0.1019
F -20.0768 10.7516 17.4013 0.5733 -0.4977 0.3810
F -22.6750 8.9172 18.8004 0.5361 -0.2264 0.4526
As -17.0263 10.9375 14.9807 0.7165 -0.5889 0.5082
F -16.8118 11.1869 16.6965 -0.2689 -0.1906 -0.2091
F -17.9629 12.3828 14.8353 -0.0311 -0.4809 0.0911
F -17.0734 10.6994 13.2572 -0.3582 -0.2367 0.0840
F -16.0917 9.4360 15.1607 0.2412 0.3907 -0.2548
F -18.3933 9.8855 15.2523 -0.1204 0.7555 -0.1524
F -15.5483 11.8271 14.7149 0.0692 0.0046 0.1262
As -22.2253 10.4452 12.9881 -1.7087 0.2248 -0.9408
F -21.8070 11.3494 11.5554 0.0134 -0.2844 -0.1164
F -21.8120 8.9425 12.1278 0.5159 0.1773 0.3254
F -22.5920 9.5148 14.4035 0.5336 0.2945 -0.3074
F -22.7339 11.9460 13.7048 0.5108 -0.1271 0.6135
F -23.8425 10.2494 12.4063 0.3164 -0.0951 0.0610
F -20.5715 10.6748 13.5103 -0.1096 -0.3113 0.1917
As -16.7954 14.4813 18.8778 -0.5440 0.8388 0.1445
F -18.3493 13.8446 19.2920 0.1487 -0.3080 0.2343
F -17.5739 15.9965 18.4341 0.4742 -0.5783 -0.0835
F -15.2442 15.1210 18.3677 -0.1784 -0.1789 -0.0370
F -16.0216 12.9689 19.3552 0.0229 -0.1659 -0.1650
F -17.0315 13.8295 17.2721 0.2434 0.3460 0.1218
F -16.5389 15.0750 20.4798 0.0110 -0.1596 -0.3132
```
Positions in Å, forces in eV/Å.

Computed properties:
HOMO-LUMO gap = 7.97 eV
Relative energy (zero: lowest compared OMol25 entry of this formula, charge and spin) = 0.0 kJ/mol
HOMO level = -10.39 eV
M = 1653.750 g mol⁻¹
Net charge = +1